Formula: C39H40AgAsCl2N5O7S2
Source: the OMol25 dataset
Level of theory: wB97M-V/def2-TZVPD

Calculated values
- F_max: 2.3 eV/Å
- Charge: -1
- Orbital gap: 0.2507 Ha
- Energy relative to the best compared isomer or geometry (same formula, charge and spin): 26.5 kcal per mole
- Electronic energy: -6410.2307 hartree

Positions of all 97 atoms, in Å:
Ag -0.7567 0.1879 -0.6748
As -0.6727 3.7459 -0.5686
Cl 1.5538 -2.1767 3.8688
Cl 3.2049 -3.1117 -1.2040
S -3.7437 1.3995 1.1257
S -5.2000 0.5618 -1.3697
O -0.8759 0.5342 -3.1067
O -2.1935 -1.7880 -0.0677
O 2.2611 1.1934 5.6400
O -0.1387 0.6778 -5.5176
O 5.9090 2.4922 0.6180
O -0.1950 -2.2449 -0.9009
O -0.2300 2.4633 0.2952
N 1.6980 0.1809 -0.6581
N 1.3166 -3.3408 0.9646
N 0.0674 -0.2300 1.4302
N -2.7128 1.3945 -1.3377
N -3.0372 1.1865 -2.6574
C -1.5439 -5.2658 2.2277
C 3.5267 -2.6259 0.4162
C -1.4380 0.6502 -5.8589
C 5.7826 1.3386 -0.1867
C -2.2244 4.6538 0.2131
C -1.7903 0.5915 -7.2065
C 4.3508 0.9068 -0.3678
C 1.1980 0.4593 1.6567
C 1.0904 -4.8273 2.8369
C 3.8501 0.5297 -1.6089
C 0.8004 5.0575 -0.4519
C 0.3362 -5.6463 3.6516
C 0.5515 0.8919 3.9379
C 2.5100 0.1764 -1.6934
C 0.5307 -4.1696 1.7357
C -3.1168 0.5203 -7.5793
C -5.5783 1.3096 1.2131
C -0.8005 -4.4598 1.3757
C -0.8284 -0.3052 2.4045
C -4.1151 0.5353 -6.6172
C -2.4518 0.6913 -4.8847
C 3.4944 0.9000 0.7227
C 1.4493 1.0524 2.8933
C -1.2616 -2.5572 -0.3215
C -2.0747 0.7882 -3.4515
C 2.1602 0.5183 0.5500
C -3.7115 1.1372 -0.5930
C 2.7747 -2.2560 2.6437
C 4.7714 -2.1295 0.7350
C -0.9186 3.6417 -2.4866
C -6.0432 0.2636 0.2275
C -3.7819 0.6344 -5.2801
C -0.6379 0.2154 3.6712
C -1.4115 -4.0505 0.0639
C 2.4877 -2.7592 1.3606
C 5.0314 -1.7146 2.0315
C -1.0035 -5.8394 3.3669
C 0.8958 1.3748 5.3255
C 4.0218 -1.7588 2.9755
H -5.7813 -0.7439 0.5522
H 0.5174 6.0451 -0.8109
H 1.6235 4.6736 -1.0587
H 5.2243 3.1127 0.3438
H -1.6175 -6.4569 4.0074
H -0.9009 4.6430 -2.9121
H 6.3394 0.5504 0.3294
H -3.3761 0.4408 -8.6264
H -5.9783 2.2940 0.9628
H -5.1519 0.4659 -6.9113
H -2.2881 5.6954 -0.0972
H -1.0025 0.5846 -7.9440
H 4.4875 0.5058 -2.4800
H 1.1413 5.1280 0.5805
H 6.0110 -1.3495 2.2968
H -2.4770 -4.2895 0.0690
H -1.3800 0.0671 4.4439
H 2.3555 1.6139 3.0621
H -1.8623 3.1634 -2.7251
H -5.8363 1.0586 2.2398
H -3.1259 4.1211 -0.0858
H -4.5388 0.6609 -4.5104
H -1.7224 -0.8634 2.1621
H 2.0626 -0.1102 -2.6360
H 2.1442 -4.7001 3.0392
H -0.9279 -4.6317 -0.7301
H -0.1140 3.0359 -2.9037
H -2.5788 -5.4618 1.9781
H -7.1155 0.3261 0.0488
H 5.5314 -2.0865 -0.0295
H 0.7119 2.4517 5.4194
H 3.8794 1.1867 1.6901
H 0.9083 -3.0056 0.0643
H 0.7955 -6.1307 4.5036
H 6.2500 1.5091 -1.1680
H 0.2661 0.8543 6.0650
H 2.4792 0.2677 5.4750
H -0.1503 0.5816 -4.5107
H 4.1918 -1.4063 3.9818
H -2.1314 4.5981 1.2990

Atoms 1-3, force components in eV/Å:
Ag -0.3 0.1 -0.6
As -0.2 2.2 -0.7
Cl 0.1 0.1 0.2